The following is a DFT calculation (wB97M-V/def2-TZVPD) of a 5-piece molecular cluster, C21H45F7NO12PS overall in a non-equilibrium geometry.

Each line ends with the Mulliken charge.
Cartesian coordinates (Å):
1 N 5.309756 -1.753116 3.906194  -0.6215
2 C 4.297997 -2.602794 3.306153  -0.4822
3 P 2.843991 -1.518909 3.067560  0.1618
4 C 3.340217 0.204471 2.294299  0.7609
5 O 3.189033 1.056909 3.140463  -0.5910
6 O 3.753958 0.151409 1.146306  -0.6087
7 S 1.558879 -2.706529 1.782605  1.0413
8 O 2.285374 -2.823461 0.554775  -0.5595
9 O 1.241591 -3.968995 2.384407  -0.6410
10 C 0.043026 -1.702868 1.365597  0.4053
11 F -0.755949 -2.382984 0.562880  -0.2091
12 F 0.513433 -0.655098 0.672639  -0.2025
13 C -0.719396 -1.115410 2.567165  0.3881
14 F 0.063957 -0.282296 3.253249  -0.1084
15 F -1.720221 -0.387418 2.057890  -0.3230
16 C -1.359801 -2.162172 3.564737  0.8114
17 F -0.654364 -2.173857 4.686495  -0.2168
18 F -2.577770 -1.718256 3.881309  -0.2328
19 F -1.490231 -3.370451 3.055646  -0.2240
20 H 5.643913 -1.094387 3.213182  0.2613
21 H 6.094276 -2.317932 4.196284  0.2793
22 H 4.041695 -3.461958 3.913977  0.4791
23 H 4.563024 -2.973272 2.312801  0.3937
24 H 2.138125 -1.358422 4.268665  0.0855
25 C -6.089858 -0.986433 -2.934693  -0.7222
26 O -5.442781 0.217897 -2.568354  -0.3549
27 C -5.507603 0.487532 -1.175218  -0.7795
28 C -4.200874 0.165288 -0.489303  0.2256
29 O -3.941289 -1.231313 -0.484713  -0.3834
30 C -2.994888 -1.628275 -1.461446  -0.5099
31 H -5.833876 -1.197767 -3.971563  0.2514
32 H -5.763667 -1.824238 -2.313339  0.2993
33 H -7.177086 -0.878141 -2.857284  0.3266
34 H -6.331036 -0.062224 -0.710260  0.3653
35 H -5.708645 1.557742 -1.063863  0.4028
36 H -4.263214 0.482237 0.556791  0.3575
37 H -3.377799 0.711432 -0.956710  -0.1612
38 H -1.995856 -1.281977 -1.183748  -0.0934
39 H -3.247857 -1.247784 -2.453718  0.3967
40 H -2.993669 -2.717244 -1.497956  0.3906
41 C -1.758898 3.454705 8.307376  -0.7176
42 O -1.051691 3.847933 7.146583  -0.3728
43 C 0.282529 3.361951 7.112163  -0.7077
44 C 0.419596 2.178806 6.182740  -0.2614
45 O -0.276153 1.041045 6.679461  -0.3897
46 C -1.509568 0.817196 6.021240  -0.2063
47 H -2.806190 3.713590 8.160713  0.2446
48 H -1.682954 2.378197 8.480594  0.3090
49 H -1.385284 3.991215 9.186350  0.3291
50 H 0.626096 3.100629 8.117259  0.3500
51 H 0.912101 4.175500 6.739139  0.3763
52 H 1.476790 1.905388 6.113613  0.3606
53 H 0.072967 2.438390 5.178668  0.2751
54 H -1.324598 0.445967 5.013197  -0.3391
55 H -2.123192 1.720319 5.987238  0.3933
56 H -2.052224 0.050997 6.574119  0.3076
57 C -0.146204 4.265270 -3.587685  -0.6923
58 O 0.892762 3.319253 -3.751861  -0.3367
59 C 1.387432 2.811398 -2.518635  -0.7456
60 C 0.855129 1.427063 -2.236341  0.2659
61 O -0.546819 1.449521 -1.982333  -0.3081
62 C -1.306538 1.005951 -3.090856  -0.6874
63 H -0.578790 4.456522 -4.568543  0.2366
64 H -0.930230 3.891804 -2.923938  0.2539
65 H 0.248762 5.206323 -3.189439  0.3302
66 H 1.149493 3.490054 -1.694725  0.3723
67 H 2.476230 2.755803 -2.608982  0.3867
68 H 1.339396 1.040919 -1.334364  0.0507
69 H 1.088539 0.747352 -3.061465  0.0284
70 H -1.188125 -0.075731 -3.217675  0.2393
71 H -1.012349 1.515872 -4.011979  0.4155
72 H -2.355414 1.222729 -2.893304  0.1908
73 C 1.625334 -0.044093 -6.261004  -0.8586
74 O 2.102911 -1.008349 -5.336570  -0.2936
75 C 1.775809 -2.336466 -5.715989  -0.5221
76 C 2.965807 -3.052883 -6.311895  -0.5751
77 O 3.338929 -2.496144 -7.562959  -0.3720
78 C 4.478956 -1.660299 -7.483258  -0.6780
79 H 2.062210 0.919394 -6.003676  0.2480
80 H 1.907330 -0.294859 -7.286450  0.4729
81 H 0.534937 0.037444 -6.190910  0.2801
82 H 0.933579 -2.345033 -6.413872  0.3658
83 H 1.468543 -2.864351 -4.807079  0.3709
84 H 2.692453 -4.097266 -6.493861  0.3640
85 H 3.807467 -3.040095 -5.613597  0.3433
86 H 5.381896 -2.256694 -7.312728  0.3263
87 H 4.379013 -0.917602 -6.688033  0.2737
88 H 4.577707 -1.143569 -8.436350  0.2441

Cartesian forces, eV/Å:
N -0.2 0.0 0.1
C 0.0 -0.1 -0.6
P -0.4 0.0 0.4
C 0.9 2.1 -1.7
O -0.3 -0.4 0.7
O -0.4 -0.9 0.9
S 1.0 -2.0 -1.0
O 0.1 0.8 -0.2
O -0.8 0.5 1.0
C 0.3 1.0 0.0
F 0.0 -0.7 0.3
F 0.2 0.1 0.1
C -1.2 -0.5 -0.1
F 0.7 0.0 0.1
F -0.1 0.0 -0.3
C -0.7 1.0 0.1
F 0.5 -0.6 0.1
F -0.1 -0.1 0.0
F 0.3 -0.2 -0.1
H 0.1 0.1 0.0
H 0.1 0.0 0.1
H -0.1 0.0 0.3
H -0.1 -0.1 -0.1
H 0.1 -0.2 0.0
C 0.0 0.0 0.0
O 0.0 -0.1 0.0
C 0.1 0.3 -0.2
C -0.1 -0.2 0.3
O 0.0 0.0 -0.1
C 0.0 0.0 0.1
H 0.0 0.1 0.0
H 0.0 0.0 0.0
H 0.0 -0.1 0.0
H 0.0 0.0 0.0
H 0.0 0.0 0.0
H 0.0 0.0 0.0
H 0.0 0.0 0.0
H 0.0 0.1 -0.1
H 0.0 0.0 0.0
H 0.0 0.0 0.1
C 0.0 0.0 0.0
O 0.0 -0.1 0.1
C -0.1 0.3 -0.2
C 0.2 -0.2 0.2
O -0.1 0.1 0.0
C 0.0 -0.1 0.2
H 0.0 0.0 0.0
H 0.0 0.0 0.0
H 0.0 -0.1 0.0
H 0.0 -0.1 0.0
H 0.0 0.0 0.0
H 0.0 0.0 -0.1
H 0.0 0.0 0.0
H -0.2 0.1 -0.1
H 0.0 0.0 -0.1
H 0.1 0.0 0.0
C 0.0 0.0 0.0
O -0.1 0.0 0.1
C 0.2 -0.1 -0.3
C -0.1 0.0 0.4
O 0.0 0.0 -0.2
C 0.0 0.0 0.0
H 0.0 0.0 0.0
H 0.0 0.0 0.0
H -0.1 0.0 0.0
H 0.0 0.0 0.0
H 0.0 0.0 0.1
H 0.1 0.0 0.0
H 0.0 0.0 0.0
H 0.0 0.0 -0.1
H 0.0 0.0 0.0
H 0.0 0.0 0.0
C 0.0 0.1 0.1
O 0.0 0.1 -0.2
C 0.1 0.0 0.4
C -0.2 -0.2 -0.3
O 0.1 0.1 0.1
C 0.0 0.0 0.0
H 0.0 0.0 0.1
H 0.0 0.0 0.0
H 0.0 0.0 -0.1
H 0.0 0.0 -0.1
H 0.0 0.0 0.0
H 0.0 0.0 0.1
H 0.0 0.0 0.0
H 0.0 0.0 0.0
H 0.0 0.0 0.0
H 0.0 0.0 0.0

E_HOMO   -9.04 eV
Spin multiplicity   1
Total charge   0
Gap between HOMO and LUMO   8.63 eV
Calculated total energy   -3223.1307 a.u.